Record 1
{"formula": "C35H48IIrN4O5Si4Te", "method": "ωB97M-V with the def2-TZVPD basis set", "homo_energy_ev": [-10.39, -10.39], "e_above_lowest_ev": 0.0000, "s2": 0.75, "multiplicity": 2, "total_charge": 1, "energy_ha": -3785.73979, "symbols": ["Ir", "O", "C", "C", "C", "C", "C", "C", "C", "O", "N", "N", "C", "C", "C", "C", "C", "C", "N", "H", "H", "H", "H", "H", "H", "H", "H", "H", "H", "O", "C", "C", "C", "C", "C", "C", "N", "H", "H", "H", "H", "H", "H", "H", "C", "Si", "C", "C", "Si", "Te", "Si", "C", "C", "C", "Si", "C", "C", "C", "H", "H", "H", "H", "H", "H", "H", "H", "H", "H", "H", "H", "H", "H", "H", "H", "H", "H", "H", "H", "H", "H", "H", "H", "H", "H", "H", "I", "C", "C", "C", "C", "C", "C", "C", "O", "O", "H", "H", "H", "H"], "coordinates": [[-0.6638, 0.7620, 0.0978], [0.7721, -4.2089, 1.7614], [0.2547, -4.4194, 0.5427], [0.1998, -5.7449, 0.1043], [-0.2964, -6.0481, -1.1433], [-0.7507, -5.0411, -1.9991], [-0.7145, -3.7366, -1.5714], [-0.2312, -3.3981, -0.2970], [-0.2730, -1.9965, 0.1126], [-0.8717, -1.1504, -0.6634], [0.2833, -1.6554, 1.2744], [0.1597, -0.3264, 1.4992], [0.7668, 0.2868, 2.4490], [0.5467, 1.7276, 2.4919], [0.9961, 2.5194, 3.5362], [0.6442, 3.8574, 3.5728], [-0.1723, 4.3644, 2.5748], [-0.5729, 3.5278, 1.5495], [-0.1973, 2.2493, 1.4792], [0.7947, -3.2453, 1.9290], [0.5703, -6.5138, 0.7684], [-0.3228, -7.0810, -1.4657], [-1.1212, -5.2844, -2.9847], [-1.0534, -2.9399, -2.2197], [1.3828, -0.2405, 3.1656], [1.5966, 2.0733, 4.3167], [0.9840, 4.4903, 4.3812], [-0.5001, 5.3936, 2.5797], [-1.2183, 3.8817, 0.7574], [-3.1287, -0.4941, -1.9534], [-2.3176, 0.1599, -2.9170], [-1.9811, 1.6051, -2.6392], [-2.2826, 2.5300, -3.6288], [-1.7749, 3.8140, -3.5781], [-0.9305, 4.1407, -2.5344], [-0.6934, 3.1914, -1.5642], [-1.2368, 1.9651, -1.5702], [-2.5642, -1.1759, -1.5611], [-2.8418, 0.1243, -3.8719], [-1.3612, -0.3554, -3.0275], [-2.8946, 2.2125, -4.4612], [-2.0057, 4.5306, -4.3546], [-0.4533, 5.1074, -2.4645], [-0.0071, 3.3958, -0.7552], [-1.9608, 0.1084, 4.6469], [-3.8271, -0.0234, 4.5002], [-4.4902, -1.2985, 5.7012], [-4.6111, 1.6458, 4.8260], [-4.3829, -0.7771, 2.3370], [-3.1931, 0.9447, 0.8870], [-6.6218, -0.2747, 1.7837], [-7.0499, -1.1542, 0.1873], [-7.6900, -0.8914, 3.1958], [-6.8421, 1.5737, 1.5681], [-3.8603, -3.0495, 1.9951], [-2.2566, -3.4711, 2.8572], [-5.2754, -3.9872, 2.7933], [-3.8184, -3.4311, 0.1650], [-1.6820, 0.5439, 5.6100], [-1.5587, 0.7481, 3.8577], [-1.4857, -0.8719, 4.5640], [-4.2297, -1.0156, 6.7246], [-4.0720, -2.2896, 5.5155], [-5.5779, -1.3734, 5.6435], [-4.3239, 2.0101, 5.8156], [-5.7006, 1.5771, 4.8023], [-4.3064, 2.3930, 4.0899], [-7.0349, -2.2394, 0.3084], [-6.3525, -0.8928, -0.6122], [-8.0547, -0.8716, -0.1370], [-7.4641, -1.9254, 3.4627], [-8.7443, -0.8447, 2.9115], [-7.5612, -0.2757, 4.0887], [-6.3300, 1.9342, 0.6740], [-6.4672, 2.1379, 2.4239], [-7.9048, 1.8036, 1.4555], [-2.3662, -3.3653, 3.9393], [-1.4369, -2.8288, 2.5347], [-1.9679, -4.5046, 2.6504], [-5.3964, -3.7311, 3.8480], [-5.0874, -5.0623, 2.7335], [-6.2218, -3.7889, 2.2860], [-3.1214, -2.7900, -0.3735], [-4.8080, -3.2971, -0.2763], [-3.5042, -4.4639, -0.0076], [7.8460, 1.0324, -2.9432], [5.8102, 0.8647, -2.5294], [5.3029, 1.4090, -1.3574], [3.9491, 1.2952, -1.0847], [3.1046, 0.6459, -1.9783], [3.6264, 0.1025, -3.1466], [4.9785, 0.2094, -3.4273], [1.6334, 0.5140, -1.7265], [0.9131, -0.1105, -2.4853], [1.2671, 0.9544, -0.5405], [5.9597, 1.9148, -0.6634], [3.5428, 1.7115, -0.1735], [2.9582, -0.4031, -3.8304], [5.3827, -0.2143, -4.3361]]}

***

Record 2
{"formula": "C5H11N3O", "method": "ωB97M-V with the def2-TZVPD basis set", "homo_energy_ev": -7.06, "e_above_lowest_ev": 3.5619, "energy_ha": -436.51613, "symbols": ["C", "C", "C", "C", "N", "N", "N", "C", "O", "H", "H", "H", "H", "H", "H", "H", "H", "H", "H", "H"], "coordinates": [[0.0940, -1.8853, -0.1114], [-0.1322, 0.6441, 0.7145], [0.5434, 0.5309, -0.8802], [-0.3732, -0.5149, -0.5446], [0.0884, 1.5008, -1.7717], [-1.7132, -0.4924, -1.0342], [2.0299, 0.0563, 1.5558], [0.7706, 0.5705, 1.7269], [-1.2893, 1.3774, 0.9218], [-1.9996, 0.9174, 0.4392], [0.6911, 2.3090, -1.8137], [-0.8841, 1.8012, -1.7194], [-2.2121, -1.3654, -0.9300], [-1.7822, -0.1475, -1.9842], [2.2976, 0.0682, 0.5669], [2.7337, 0.3735, 2.2051], [0.5127, 0.9659, 2.7019], [0.2287, -2.5059, -1.0026], [1.0411, -1.8434, 0.4190], [-0.6452, -2.3604, 0.5409]]}

***

Record 3
{"formula": "C38H23AuBrF15GeN3S", "method": "ωB97M-V with the def2-TZVPD basis set", "homo_energy_ev": -10.33, "e_above_lowest_ev": 1.6971, "total_charge": 1, "energy_ha": -8308.58540, "symbols": ["Au", "F", "C", "C", "C", "F", "C", "F", "C", "F", "C", "F", "Ge", "S", "C", "C", "F", "C", "F", "C", "F", "C", "F", "C", "F", "C", "C", "F", "C", "F", "C", "F", "C", "F", "C", "F", "Br", "C", "C", "C", "C", "C", "C", "H", "H", "H", "H", "N", "C", "C", "C", "N", "C", "C", "H", "H", "H", "H", "H", "H", "C", "N", "C", "C", "C", "C", "C", "C", "C", "C", "H", "H", "H", "H", "H", "H", "H", "H", "H", "H", "H", "H", "H"], "coordinates": [[-1.7697, 0.4674, 0.8918], [2.6714, 2.6812, 1.9232], [3.9402, 2.5199, 1.5378], [4.2939, 1.3560, 0.8856], [5.6006, 1.2157, 0.4597], [5.9130, 0.0895, -0.1995], [6.5568, 2.1956, 0.6832], [7.8059, 2.0454, 0.2539], [6.1834, 3.3565, 1.3600], [7.0819, 4.3051, 1.5897], [4.8684, 3.5246, 1.7871], [4.4988, 4.6350, 2.4220], [3.0389, -0.1323, 0.4945], [1.0032, 0.1378, 1.2195], [3.2371, -0.4108, -1.4681], [2.8240, 0.6228, -2.2845], [2.3504, 1.7282, -1.6763], [2.8660, 0.5402, -3.6669], [2.4318, 1.5481, -4.4282], [3.3448, -0.6312, -4.2532], [3.3775, -0.7438, -5.5777], [3.7822, -1.6835, -3.4504], [4.2281, -2.8056, -4.0099], [3.7324, -1.5534, -2.0658], [4.1692, -2.5535, -1.2998], [3.5476, -1.8143, 1.4010], [2.7481, -2.9097, 1.1347], [1.8527, -2.7982, 0.1341], [2.8332, -4.0809, 1.8633], [2.0206, -5.1091, 1.5953], [3.7675, -4.1645, 2.8944], [3.8562, -5.2760, 3.6172], [4.5872, -3.0732, 3.1843], [5.4700, -3.1529, 4.1762], [4.4570, -1.9089, 2.4342], [5.2094, -0.8368, 2.7090], [-1.4837, 7.2527, 0.7911], [-1.5280, 5.3425, 0.8741], [-2.7039, 4.7026, 1.2323], [-2.7164, 3.3202, 1.2986], [-1.5976, 2.5616, 0.9644], [-0.4250, 3.2345, 0.6374], [-0.3808, 4.6172, 0.5903], [-3.5890, 5.2756, 1.4641], [-3.6258, 2.8278, 1.6058], [0.4785, 2.6855, 0.4194], [0.5389, 5.1255, 0.3405], [-1.4544, -5.9066, 0.8762], [-1.3951, -4.5680, 0.9159], [-1.6583, -3.8493, 2.0962], [-1.7114, -2.4789, 2.0530], [-1.5160, -1.7719, 0.9394], [-1.2077, -2.4438, -0.1703], [-1.1343, -3.8100, -0.2401], [-1.5784, -6.4375, 1.7204], [-1.2298, -6.3976, 0.0281], [-1.8331, -4.3769, 3.0213], [-1.9202, -1.9059, 2.9430], [-1.0099, -1.8415, -1.0427], [-0.8834, -4.3004, -1.1678], [-3.4094, 1.6979, -3.8949], [-3.9651, 0.9328, -2.7660], [-3.2714, -0.3541, -2.5994], [-3.9088, 1.7218, -1.4921], [-4.6223, 1.0165, -0.3694], [-6.0138, 1.0992, -0.3150], [-6.7165, 0.4647, 0.6898], [-6.0338, -0.2592, 1.6533], [-4.6517, -0.3393, 1.6022], [-3.9315, 0.2890, 0.5958], [-3.4424, 1.1080, -4.8096], [-2.3718, 1.9493, -3.6793], [-3.9698, 2.6193, -4.0526], [-4.9573, 0.7375, -2.9532], [-2.2104, -0.1606, -2.4537], [-3.4080, -0.9874, -3.4746], [-3.6546, -0.8601, -1.7139], [-4.3662, 2.6948, -1.6788], [-2.8601, 1.8757, -1.2336], [-6.5511, 1.6790, -1.0531], [-7.7932, 0.5308, 0.7190], [-6.5743, -0.7392, 2.4541], [-4.1352, -0.9031, 2.3637]]}

***

> Which formula does entry 2 have?

C5H11N3O

***

What did the second record say?
{"formula": "C5H11N3O", "method": "ωB97M-V with the def2-TZVPD basis set", "homo_energy_ev": -7.06, "e_above_lowest_ev": 3.5619, "energy_ha": -436.51613, "symbols": ["C", "C", "C", "C", "N", "N", "N", "C", "O", "H", "H", "H", "H", "H", "H", "H", "H", "H", "H", "H"], "coordinates": [[0.0940, -1.8853, -0.1114], [-0.1322, 0.6441, 0.7145], [0.5434, 0.5309, -0.8802], [-0.3732, -0.5149, -0.5446], [0.0884, 1.5008, -1.7717], [-1.7132, -0.4924, -1.0342], [2.0299, 0.0563, 1.5558], [0.7706, 0.5705, 1.7269], [-1.2893, 1.3774, 0.9218], [-1.9996, 0.9174, 0.4392], [0.6911, 2.3090, -1.8137], [-0.8841, 1.8012, -1.7194], [-2.2121, -1.3654, -0.9300], [-1.7822, -0.1475, -1.9842], [2.2976, 0.0682, 0.5669], [2.7337, 0.3735, 2.2051], [0.5127, 0.9659, 2.7019], [0.2287, -2.5059, -1.0026], [1.0411, -1.8434, 0.4190], [-0.6452, -2.3604, 0.5409]]}

***

Please write out number 2 again, unchanged.
{"formula": "C5H11N3O", "method": "ωB97M-V with the def2-TZVPD basis set", "homo_energy_ev": -7.06, "e_above_lowest_ev": 3.5619, "energy_ha": -436.51613, "symbols": ["C", "C", "C", "C", "N", "N", "N", "C", "O", "H", "H", "H", "H", "H", "H", "H", "H", "H", "H", "H"], "coordinates": [[0.0940, -1.8853, -0.1114], [-0.1322, 0.6441, 0.7145], [0.5434, 0.5309, -0.8802], [-0.3732, -0.5149, -0.5446], [0.0884, 1.5008, -1.7717], [-1.7132, -0.4924, -1.0342], [2.0299, 0.0563, 1.5558], [0.7706, 0.5705, 1.7269], [-1.2893, 1.3774, 0.9218], [-1.9996, 0.9174, 0.4392], [0.6911, 2.3090, -1.8137], [-0.8841, 1.8012, -1.7194], [-2.2121, -1.3654, -0.9300], [-1.7822, -0.1475, -1.9842], [2.2976, 0.0682, 0.5669], [2.7337, 0.3735, 2.2051], [0.5127, 0.9659, 2.7019], [0.2287, -2.5059, -1.0026], [1.0411, -1.8434, 0.4190], [-0.6452, -2.3604, 0.5409]]}